ORCA calculation (the ωB97M-V functional and the def2-TZVPD basis) on a cluster of 8 separate species, C15H42Cl6O14P2 in total.

Properties
- highest occupied orbital energy (alpha / beta) (eV) = -11.47 / -11.47
- ⟨S²⟩ = 0.76
- maximum force (eV/A) = 3.815
- frontier orbital gap (alpha / beta) (eV) = 8.04 / 1.45

ORCA input file:
```
! RIJCOSX wB97M-V def2-TZVPD def2/J DEFGRID3
* xyz 1 2
C 0.2470 -1.7085 -3.1859
O 1.2634 -1.0494 -2.3669
P 0.8953 -0.4131 -0.9431
O -0.2368 0.4924 -0.9684
O 0.7396 -1.7415 0.1163
C -0.5621 -1.8657 0.8297
O 2.2330 0.2273 -0.3507
C 2.3234 1.1224 0.7767
H -0.6836 -1.1414 -3.2073
H 0.2463 -2.7815 -2.9943
H 0.5086 -1.4840 -4.2200
H -0.2558 -1.9970 1.8675
H -1.2787 -2.6175 0.4989
H -1.1748 -0.9820 0.6515
H 2.5847 2.0743 0.3145
H 3.1103 0.8165 1.4662
H 1.3559 1.0663 1.2754
C -2.4931 2.1154 1.0049
O -3.9180 1.8042 1.3702
P -4.2252 0.4280 2.1522
O -3.5127 -0.8045 1.6340
O -5.8802 0.3084 2.1501
C -6.2833 -0.8733 2.8455
O -3.8464 0.8281 3.7205
C -3.6387 -0.2261 4.6935
H -2.4660 2.1218 -0.0847
H -1.7570 1.3499 1.2501
H -2.2572 3.1015 1.4050
H -5.6739 -1.7621 2.6820
H -7.2469 -1.1468 2.4157
H -6.3715 -0.8314 3.9311
H -4.2254 0.1703 5.5223
H -2.6618 -0.1167 5.1646
H -3.8207 -1.2201 4.2851
C -0.7531 -4.3344 6.0459
C -1.5929 -3.5155 5.0582
O -1.1246 -3.6555 3.7573
O 0.5569 -3.8296 6.1963
H -0.6255 -5.3231 5.6052
H -1.3687 -4.4785 6.9338
H -1.4846 -2.4987 5.4356
H -2.5958 -3.9399 5.1057
H -0.1689 -3.6218 3.8418
H 1.1073 -4.5993 6.3585
C 0.6298 5.4288 -0.5254
C -0.6859 4.7605 -0.5468
O -0.6653 3.4354 -1.1099
O 1.5708 4.5446 0.1125
H 0.5981 6.3114 0.1135
H 0.9924 5.7918 -1.4871
H -1.5004 5.3510 -0.9662
H -0.7892 4.7139 0.5373
H 0.1446 3.0362 -0.7838
H 2.4447 4.7878 -0.2018
C 2.7439 0.1448 -7.5799
C 2.9387 -0.8876 -6.4504
O 3.8188 -1.8411 -6.9165
O 2.2259 -0.5988 -8.6345
H 3.6751 0.6102 -7.9030
H 2.0887 0.9684 -7.2961
H 2.0701 -1.4649 -6.1337
H 3.4114 -0.3238 -5.6461
H 4.6229 -1.3829 -7.1717
H 2.7225 -1.4109 -8.5104
C 5.5199 0.7408 -1.4443
Cl 5.5265 0.2456 -3.1747
Cl 6.0693 2.4776 -1.2997
H 4.4949 0.6609 -1.0821
H 6.2485 0.1385 -0.9017
C -2.2750 2.1366 -3.4761
Cl -4.0092 2.1692 -3.1202
Cl -1.9344 1.5345 -5.2070
H -1.9068 3.1605 -3.4108
H -1.6588 1.4789 -2.8631
C 3.5781 -2.1745 2.5432
Cl 4.9355 -1.1090 2.6047
Cl 2.3249 -1.5050 3.5565
H 3.1590 -2.2072 1.5375
H 3.8823 -3.1899 2.7973
*
```

Atom charges from the Mulliken analysis, given in e for atoms 1 to 8: C -0.337; O -0.259; P 0.480; O -0.106; O -0.282; C -0.074; O -0.144; C -0.517